[1]
C16H20GeN2OOsS3 as an isolated structure. Source: the OMol25 dataset; level of theory: the ωB97M-V functional and the def2-TZVPD basis.

Computed properties:
- Net charge: 0
- HOMO level (spin up / spin down): -5.90 / -8.05 eV
- Energy above the lowest of the compared OMol25 structures with the same formula, charge and spin: 32.88 kJ/mol
- 2S+1: 5

```
44
Properties=species:S:1:pos:R:3:forces:R:3:lowdin_spin:R:1
Os 10.870 5.387 8.697 2.0 -2.5 0.6 2.21
S 13.205 5.133 8.379 0.5 -0.7 -0.9 0.14
C 13.521 6.375 9.544 -1.2 -1.1 0.1 0.05
C 14.308 7.467 9.143 0.4 -1.2 0.9 0.02
C 14.245 8.593 9.922 -0.4 0.2 0.6 0.02
C 14.630 9.832 9.319 0.3 1.8 -0.5 0.00
N 14.798 10.841 8.762 -0.1 -1.6 0.9 0.01
C 13.555 8.523 11.168 -0.2 -0.9 -1.0 0.01
C 12.833 7.401 11.568 0.5 -0.1 0.0 0.03
C 12.699 6.301 10.723 0.9 1.8 -0.5 0.05
S 11.292 5.273 10.977 0.5 -0.2 0.8 0.30
C 13.287 9.676 11.904 0.0 3.1 1.1 0.00
N 13.070 10.702 12.403 0.2 -1.4 -0.4 0.00
H 15.019 7.359 8.314 -0.9 0.3 0.0 0.00
H 12.314 7.442 12.517 -0.1 0.0 -0.1 0.00
O 9.293 4.270 8.473 -2.2 0.2 -0.5 0.19
S 7.815 5.055 8.360 0.4 -0.2 0.5 0.16
C 6.378 3.898 8.347 0.5 0.3 -1.0 0.02
C 5.403 4.511 9.349 -0.9 -0.2 -0.1 0.01
C 6.130 5.414 10.402 -0.3 0.0 -0.6 0.00
C 7.659 5.356 10.165 -1.3 -0.6 -0.6 0.02
H 6.734 2.887 8.583 0.0 0.3 0.0 0.00
H 5.987 3.926 7.291 0.4 -0.2 1.1 0.00
H 4.798 3.705 9.809 0.5 0.4 0.0 0.00
H 4.674 5.091 8.758 0.3 0.0 0.5 0.00
H 5.831 5.154 11.406 0.3 -0.4 0.3 0.00
H 5.733 6.431 10.305 0.4 0.0 -0.2 0.00
H 8.154 4.450 10.558 -0.2 0.6 0.2 0.00
H 8.148 6.285 10.425 0.3 -0.1 0.0 0.00
C 9.317 6.339 4.957 -0.1 0.3 0.1 0.02
Ge 10.875 7.193 5.928 0.1 -1.3 -0.2 0.12
C 10.985 9.117 5.698 0.2 0.2 -0.3 0.03
C 12.490 6.275 5.190 -0.3 0.7 -1.1 0.02
C 10.772 7.033 7.952 -0.8 2.7 -2.9 0.48
H 9.329 6.552 3.840 0.1 -0.4 1.4 0.00
H 8.390 6.755 5.393 0.3 -0.1 -0.4 0.00
H 9.306 5.248 5.197 0.1 0.7 -0.5 0.00
H 11.109 9.310 4.612 0.3 0.2 0.7 0.00
H 11.833 9.467 6.332 -0.5 0.0 -0.8 0.00
H 10.062 9.613 6.009 0.1 -0.1 0.1 0.00
H 12.702 6.725 4.151 -0.3 -0.8 1.5 0.00
H 12.367 5.167 5.122 0.1 0.9 0.1 0.00
H 13.312 6.533 5.857 0.1 -0.2 -0.2 0.00
H 10.422 8.053 8.151 -0.3 -0.4 0.9 0.06
```
Forces are in eV/Å.



[2]
An isolated ion of composition C7H15N3 and charge +2. Source: the OMol25 dataset; level of theory: the ωB97M-V functional and the def2-TZVPD basis.

Computed properties:
- Net charge: +2
- HOMO level (spin up / spin down): -15.95 / -19.40 eV
- Energy above the lowest of the compared OMol25 structures with the same formula, charge and spin: 74.69 kJ/mol
- 2S+1: 3

```
25
Properties=species:S:1:pos:R:3:forces:R:3:lowdin_spin:R:1
C -0.584 -0.790 -0.653 1.2 1.0 0.7 0.24
C 0.131 0.392 -1.090 -1.4 -3.3 -0.6 0.31
C -1.153 -1.838 -1.501 -2.6 3.0 -2.3 0.04
C 0.350 0.720 -2.458 0.3 -2.6 -1.2 0.07
C 0.427 0.893 2.505 -4.3 0.7 -1.2 0.08
C -0.886 -2.014 1.519 1.4 -0.7 -0.1 0.01
C 1.371 2.221 0.062 2.2 1.2 -1.0 0.02
N 0.400 0.367 1.166 -2.3 -3.4 -3.3 0.60
N -0.522 -0.872 0.692 1.1 1.8 -0.3 0.20
N 0.673 1.010 -0.066 -0.3 -0.2 4.2 0.25
H -0.950 -2.838 -1.306 1.1 -1.7 0.4 0.01
H -2.299 -1.819 -1.534 1.1 0.2 0.5 0.02
H -0.967 -1.462 -2.549 0.2 -1.3 0.9 0.00
H 0.751 1.647 -2.678 0.3 2.2 -0.2 0.00
H 1.188 0.028 -2.905 -1.6 0.6 0.7 0.04
H -0.633 0.499 -2.901 0.6 0.3 -0.8 0.01
H -0.210 1.839 2.488 0.7 -0.7 0.1 0.04
H -0.117 0.241 3.191 0.6 -0.3 -0.2 0.00
H 1.385 1.119 2.731 3.2 0.6 1.2 0.02
H -1.816 -2.453 1.123 0.4 0.3 0.0 0.00
H -0.057 -2.815 1.565 -1.3 1.4 0.1 0.01
H -1.125 -1.531 2.435 -0.2 -0.5 1.3 0.00
H 1.163 2.932 -0.778 -0.3 -0.6 0.9 0.00
H 1.004 2.589 1.036 1.2 0.7 -0.7 0.00
H 2.475 1.936 -0.094 -1.2 1.0 1.1 0.01
```
Forces are in eV/Å.



[3]
C5H6O3 in the gas phase. Source: the OMol25 dataset; level of theory: the ωB97M-V functional and the def2-TZVPD basis.

Computed properties:
- Net charge: 0
- SMILES: C1O[C@@H]2O[C@H]1[C@@H]1O[C@H]21
- HOMO level: -9.44 eV
- Energy above the lowest of the compared OMol25 structures with the same formula, charge and spin: 422.13 kJ/mol

```
14
Properties=species:S:1:pos:R:3:forces:R:3:lowdin_charge:R:1
C 1.168 -1.006 -0.456 -2.7 3.0 1.3 -0.05
C 0.575 1.143 -0.249 -5.5 3.1 -8.2 -0.47
C 0.186 -0.662 0.783 3.0 0.7 1.6 -0.01
C -1.288 -0.309 0.410 2.4 -2.0 2.2 -0.27
C -1.091 0.893 -0.328 -0.8 1.8 -0.6 -0.07
H 0.701 -1.745 -0.997 -0.3 -2.0 -1.5 0.10
H 2.150 -1.112 -0.095 1.1 -0.7 0.3 0.11
H 0.615 2.233 -0.381 1.2 -0.3 -0.8 0.17
H 0.455 -1.134 1.818 -0.7 0.6 -2.1 0.18
H -2.063 -0.687 1.079 0.0 0.5 -0.2 0.15
H -1.885 1.727 -0.258 1.3 -1.3 -0.6 0.17
O 1.096 0.235 -1.258 0.3 -0.1 1.7 -0.05
O 0.851 0.802 0.879 1.2 -4.4 8.4 0.02
O -1.471 -0.379 -0.946 -0.5 1.1 -1.3 0.02
```
Forces are in eV/Å.



[4]
A 7-piece molecular cluster, C8H19Cl12N2O3P overall. Source: the OMol25 dataset; level of theory: the ωB97M-V functional and the def2-TZVPD basis.

Computed properties:
- Net charge: 0
- SMILES: NCOC(=O)N[PH2]=O.ClCCl.ClCCl.ClCCl.ClCCl.ClCCl.ClCCl
- HOMO level: -10.42 eV

```
45
Properties=species:S:1:pos:R:3:forces:R:3:lowdin_charge:R:1
N 1.771 -1.660 1.145 -0.6 0.4 0.3 0.03
C 0.495 -1.618 0.413 0.5 -1.5 0.4 -0.26
O -0.030 -0.298 0.412 -0.3 -0.5 -0.6 -0.01
C -1.037 -0.122 1.314 0.3 -0.5 -2.2 -0.65
O -0.800 0.404 2.322 0.2 1.6 3.0 0.17
N -2.336 -0.555 0.914 -0.4 -0.7 0.8 -0.04
P -2.815 -2.059 1.595 -0.2 -1.2 -1.6 0.63
O -2.766 -3.109 0.556 0.3 -0.2 0.0 -0.45
H 1.558 -1.300 2.078 0.3 0.1 -0.1 0.07
H 1.996 -2.639 1.322 0.1 0.1 -0.3 0.08
H -0.202 -2.329 0.895 -0.3 0.4 -0.3 0.09
H 0.655 -2.001 -0.601 -0.1 0.5 0.1 0.13
H -3.032 0.178 1.028 0.2 0.1 0.1 0.11
H -1.960 -2.376 2.681 -0.2 0.6 0.0 0.04
H -4.135 -2.025 2.091 0.3 0.9 0.2 -0.01
C 1.484 2.488 -1.144 0.0 -0.1 0.2 -1.00
Cl 0.947 4.167 -0.989 0.1 0.0 -0.1 0.50
Cl 2.077 2.142 -2.773 0.0 -0.1 0.0 0.53
H 2.288 2.311 -0.436 0.0 0.1 -0.1 0.02
H 0.649 1.831 -0.928 0.0 0.1 -0.1 0.01
C -4.071 -6.101 2.304 0.1 -0.1 -0.2 -1.02
Cl -4.511 -4.538 3.009 -0.1 -0.1 0.2 0.52
Cl -4.756 -7.441 3.228 0.0 0.0 0.0 0.51
H -4.450 -6.141 1.289 -0.1 0.1 0.1 -0.02
H -2.991 -6.190 2.301 0.0 0.0 0.1 0.03
C 5.405 2.889 -4.418 -0.1 0.0 0.0 -1.05
Cl 6.176 1.365 -4.877 -0.1 0.0 0.0 0.50
Cl 6.587 4.071 -3.849 0.0 0.1 -0.1 0.49
H 4.892 3.296 -5.282 0.1 0.0 0.0 0.03
H 4.696 2.696 -3.619 0.1 0.0 0.0 -0.05
C -3.567 -4.416 -2.446 0.1 0.3 0.1 -1.03
Cl -4.990 -4.242 -3.482 0.0 0.0 0.0 0.50
Cl -3.665 -5.869 -1.446 0.1 -0.1 0.0 0.52
H -2.684 -4.483 -3.071 -0.1 -0.1 0.0 0.03
H -3.498 -3.553 -1.791 -0.1 -0.1 0.1 0.00
C 4.337 5.149 -0.278 -0.1 0.1 0.0 -1.04
Cl 5.128 3.632 -0.731 -0.2 -0.1 0.1 0.51
Cl 5.506 6.341 0.302 0.0 0.0 0.0 0.51
H 3.828 5.550 -1.147 0.1 0.0 0.0 0.02
H 3.621 4.948 0.511 0.1 0.0 0.0 0.01
C -1.213 4.289 2.455 0.0 -0.1 0.2 -1.01
Cl -1.878 3.666 0.940 -0.2 -0.1 0.0 0.50
Cl 0.169 5.351 2.167 0.0 0.0 0.2 0.50
H -1.985 4.849 2.971 0.0 0.1 -0.1 0.03
H -0.890 3.451 3.066 0.1 0.0 -0.1 0.02
```
Forces are in eV/Å.



[5]
A 5-piece molecular cluster, H10O4S2 overall. Source: the OMol25 dataset; level of theory: the ωB97M-V functional and the def2-TZVPD basis.

Computed properties:
- Net charge: 0
- SMILES: SS.O.O.O.O
- HOMO level: -9.26 eV
- Energy above the lowest of the compared OMol25 structures with the same formula, charge and spin: 69.27 kJ/mol

```
16
Properties=species:S:1:pos:R:3:forces:R:3:lowdin_charge:R:1
S -1.266 0.631 -1.436 -0.4 0.4 -0.3 0.22
S -3.183 0.125 -0.773 0.7 -0.3 0.0 0.25
H -1.588 1.168 -2.645 0.0 -0.4 0.4 -0.19
H -2.878 -1.190 -0.653 -0.3 0.3 -0.2 -0.19
H 1.781 1.648 -1.861 0.5 0.2 0.4 0.03
H 3.199 1.613 -1.230 0.1 -0.1 -0.2 0.03
O 2.338 2.029 -1.159 -0.5 0.0 -0.2 -0.07
H -1.001 -0.845 2.431 -0.7 0.4 0.6 0.03
H -0.483 -0.458 1.049 -0.2 0.6 -0.2 -0.04
O -0.349 -1.051 1.782 1.0 -1.0 -0.4 -0.04
H 0.314 -3.608 0.673 0.0 -0.1 -0.2 0.03
H 1.311 -3.079 -0.307 0.2 0.1 -0.2 0.02
O 0.745 -3.840 -0.163 -0.2 0.1 0.4 -0.07
H 0.127 3.014 1.308 -0.3 0.0 -0.1 0.04
H 0.932 1.767 1.496 -0.8 0.0 0.0 0.05
O 0.002 2.075 1.490 1.1 0.0 0.1 -0.10
```
Forces are in eV/Å.



[6]
C12H22BF2N3O11P2SW as an isolated structure. Source: the OMol25 dataset; level of theory: the ωB97M-V functional and the def2-TZVPD basis.

Computed properties:
- Net charge: 0
- HOMO level (spin up / spin down): -8.12 / -8.12 eV
- Energy above the lowest of the compared OMol25 structures with the same formula, charge and spin: 103.23 kJ/mol

```
55
Properties=species:S:1:pos:R:3:forces:R:3:lowdin_charge:R:1
W -0.665 -1.038 -0.157 -0.1 -0.1 -0.3 1.67
O 0.604 1.395 2.173 0.1 0.0 0.0 -0.28
S 0.189 0.023 2.291 -0.1 0.2 0.4 0.37
O 0.211 -0.567 3.587 0.0 0.0 0.0 -0.25
O 0.893 -0.844 1.247 0.1 0.0 -0.2 -0.43
O -1.236 -0.111 1.641 -0.1 0.0 0.0 -0.50
N -5.119 -2.769 1.730 0.0 0.0 0.0 0.18
C -3.980 -2.665 0.733 0.0 0.0 0.1 -0.49
C -4.295 -3.463 -0.521 0.0 0.0 0.0 -0.06
P -3.965 -0.844 0.368 0.0 0.0 0.1 0.34
O -3.840 -0.174 1.792 0.0 0.0 0.0 -0.11
O -5.268 -0.561 -0.251 0.0 0.0 0.0 -0.25
O -2.671 -0.579 -0.422 0.0 0.0 -0.1 -0.46
P -2.493 -3.217 1.658 -0.1 0.0 0.1 0.35
O -2.561 -4.812 1.483 0.1 0.0 -0.1 -0.11
O -2.700 -2.818 3.064 0.0 0.0 0.0 -0.26
O -1.333 -2.735 0.815 0.2 0.0 -0.1 -0.39
H -5.895 -2.172 1.424 0.0 0.0 0.0 0.15
H -4.738 -2.450 2.637 0.0 0.0 0.0 0.14
H -5.436 -3.733 1.830 0.0 0.0 0.0 0.17
H -5.158 -3.044 -1.040 0.0 0.0 0.0 0.09
H -4.464 -4.515 -0.285 0.0 0.0 0.0 0.09
H -3.437 -3.417 -1.193 0.0 0.0 0.0 0.08
H -2.896 -0.095 2.080 0.0 0.0 0.0 0.06
H -2.299 -5.261 2.297 0.0 0.0 0.0 0.09
C 5.535 1.829 -2.502 0.0 0.0 0.0 -0.07
C 5.161 2.657 -1.281 0.0 0.0 0.0 -0.20
N 3.795 2.399 -0.825 0.0 0.0 0.0 -0.05
C 3.634 1.727 0.467 0.0 0.0 0.0 -0.19
C 4.059 0.268 0.433 0.0 0.0 0.0 -0.06
C 2.803 2.984 -1.534 0.0 0.0 0.0 -0.42
O 3.006 3.728 -2.484 0.0 0.0 0.0 0.07
C 1.386 2.666 -1.143 0.0 0.0 -0.1 -0.09
C 0.469 3.684 -0.929 -0.1 0.0 0.0 0.03
C -0.832 3.348 -0.601 0.0 0.0 0.0 -0.01
C -1.176 2.015 -0.484 0.0 0.1 0.0 -0.09
N -0.300 1.032 -0.725 0.1 0.0 0.0 -0.07
C 0.954 1.359 -1.071 0.1 0.1 0.2 -0.05
H 6.561 2.046 -2.804 0.0 0.0 0.0 0.08
H 4.876 2.069 -3.335 0.0 0.0 0.0 0.07
H 5.458 0.762 -2.288 0.0 0.0 0.0 0.07
H 5.255 3.719 -1.510 0.0 0.0 0.0 0.12
H 5.824 2.430 -0.446 0.0 0.0 0.0 0.12
H 2.604 1.809 0.804 0.0 0.0 0.0 0.09
H 4.241 2.272 1.196 0.0 0.0 0.0 0.13
H 3.438 -0.315 -0.248 0.0 0.0 0.0 0.06
H 3.948 -0.169 1.426 0.0 0.0 0.0 0.08
H 5.102 0.165 0.128 0.0 0.0 0.0 0.07
H 0.782 4.716 -1.020 0.0 0.0 0.0 0.13
H -1.579 4.103 -0.408 0.0 0.0 0.0 0.12
H -2.164 1.713 -0.174 0.0 0.0 0.0 0.11
H 1.640 0.543 -1.250 0.0 0.0 0.0 0.12
F -1.592 -1.906 -3.264 0.0 0.1 0.0 0.23
B -1.257 -1.592 -2.078 0.0 -0.1 0.0 -0.18
F 0.920 -1.590 -1.032 -0.1 -0.1 0.0 -0.40
```
Forces are in eV/Å.



no.,F_max (eV/Å)
1,4.0
2,5.3
3,10.4
4,3.4
5,1.5
6,0.4